[1]
The following is a DFT calculation (the ωB97M-V functional and the def2-TZVPD basis) of C32H26NO2S8Sr as an isolated structure.

2S+1 = 1
Total charge = -1
E_LUMO = 0.0691 Ha
Relative energy (zero: lowest compared OMol25 entry of this formula, charge and spin) = 3.3 kJ/mol
Highest occupied orbital energy = -3.430 eV
F_max = 0.285 eV/Å
Frontier orbital gap = 5.31 eV

The geometry in XYZ format:
```
70
Properties=species:S:1:pos:R:3:forces:R:3:lowdin_charge:R:1
Sr 0.505766 -1.348321 0.961397 -0.018 -0.105 -0.002 1.07
S -5.390323 -4.701188 -2.174546 -0.053 -0.025 -0.066 0.40
S 0.607938 2.613599 0.509747 0.027 0.058 -0.064 1.01
S -2.731547 -4.851726 -0.802885 -0.003 0.040 0.066 0.85
S -0.479351 -4.088976 0.951375 0.051 -0.042 0.031 0.32
S -4.342524 -2.569231 -0.372077 0.057 -0.021 0.053 0.83
S 0.456880 -1.333446 -3.027141 -0.033 0.098 -0.266 1.02
S -2.453849 -1.044817 1.307347 0.036 0.099 0.063 0.39
S 3.081821 -0.712720 5.372169 -0.008 -0.023 -0.087 1.09
O 0.468942 -1.200250 -1.543151 0.013 -0.042 0.170 -0.64
O 0.392185 1.172956 0.820841 0.037 0.009 0.067 -0.64
N 1.367360 -1.120552 3.495298 -0.027 0.004 -0.124 0.02
C -3.485368 -0.486012 -2.992394 -0.005 0.027 -0.008 -0.08
C -0.708091 -1.420678 4.798106 -0.042 -0.014 -0.049 0.00
C 0.867821 -1.007095 7.104349 -0.040 -0.004 0.023 -0.11
C 0.659929 -1.176263 4.684486 0.049 -0.022 0.137 -0.30
C -1.874546 2.244502 -0.555101 0.003 0.038 0.005 -0.07
C -1.536299 -1.001741 -4.900812 0.054 -0.033 -0.009 -0.10
C 5.555508 -0.596490 0.635238 -0.007 -0.002 -0.035 -0.12
C -1.922336 4.709742 -1.863693 -0.012 0.006 0.002 -0.09
C 2.629714 -0.893546 3.674823 0.015 0.036 0.174 -0.51
C 3.204695 -1.014798 1.270127 -0.017 0.091 -0.043 -0.14
C 1.957886 2.690294 -0.713210 -0.005 -0.054 0.075 -0.31
C -2.777425 -2.526124 0.436261 -0.122 -0.126 -0.140 -1.19
C 4.236261 -0.901992 0.320795 0.000 0.007 0.046 -0.18
C 1.009634 1.375695 -2.713806 0.028 0.014 0.015 -0.22
C 1.432562 -0.975879 5.834855 0.028 0.023 -0.071 -0.48
C -2.019471 -3.641706 0.270852 -0.154 -0.005 -0.128 -1.21
C 4.956416 -0.486500 2.941239 -0.052 0.001 0.080 -0.10
C 1.267409 0.184466 -3.635438 -0.005 -0.047 0.097 -0.30
C 3.633533 -0.791097 2.597711 0.019 -0.009 -0.112 -0.29
C -2.843034 -0.776478 -5.293373 -0.001 0.030 0.009 -0.08
C -2.173730 -0.705697 -2.583785 0.006 0.057 -0.010 -0.06
C -0.491280 -1.245406 7.204504 0.039 0.009 -0.011 -0.10
C -1.213236 -0.944122 -3.549212 0.010 -0.083 0.107 -0.37
C 5.923145 -0.383797 1.959486 0.020 0.005 -0.009 -0.12
C -3.017669 3.855940 -1.936092 0.012 0.014 -0.004 -0.08
C -0.784756 3.098314 -0.508502 -0.002 0.018 -0.012 -0.38
C -2.995421 2.637194 -1.276661 0.000 -0.013 -0.012 -0.06
C -1.268909 -1.450322 6.059877 0.000 0.001 0.009 -0.08
C 2.073031 1.476904 -1.620573 -0.042 0.028 -0.074 -0.24
C -3.817911 -0.514790 -4.335968 0.003 -0.002 0.005 -0.07
C -4.218555 -4.080899 -1.172958 0.126 0.077 0.103 -1.55
C -0.803708 4.338621 -1.136549 -0.003 -0.032 0.016 -0.10
H -0.955957 -1.276622 8.181832 -0.004 -0.002 0.001 0.09
H -1.944595 5.668309 -2.366228 0.003 -0.001 -0.002 0.10
H -3.106100 -0.823491 -6.342204 -0.003 -0.004 0.003 0.10
H 0.900782 0.338414 -4.649611 -0.035 -0.002 -0.026 0.08
H -4.248036 -0.322268 -2.243633 0.003 -0.002 -0.009 0.09
H -4.844309 -0.356813 -4.640728 -0.001 -0.018 0.003 0.11
H 2.078378 0.575096 -1.008555 0.007 0.004 0.013 0.07
H 6.304450 -0.527057 -0.148195 0.002 -0.003 0.002 0.09
H 5.237649 -0.325705 3.978182 0.020 0.005 -0.012 0.07
H 4.003683 -1.068745 -0.731241 0.015 -0.003 -0.008 0.07
H -1.851034 1.288341 -0.038686 -0.017 0.000 0.007 0.04
H 0.013035 1.289225 -2.275463 0.015 -0.002 -0.021 0.10
H 2.849748 2.772247 -0.089233 0.020 -0.005 -0.029 0.09
H 1.835011 3.625471 -1.263312 -0.007 0.020 0.015 0.08
H 1.474324 -0.853202 7.987513 -0.007 0.001 0.005 0.10
H -2.329274 -1.640540 6.162636 -0.003 -0.001 -0.005 0.10
H -3.892897 4.149775 -2.501259 -0.002 -0.001 0.001 0.10
H -3.851893 1.978417 -1.319193 -0.005 -0.017 0.010 0.10
H 1.008970 2.292081 -3.311990 -0.012 -0.003 -0.003 0.12
H -1.306704 -1.585351 3.907792 0.003 0.008 0.005 0.06
H -1.912641 -0.700572 -1.529904 -0.021 -0.062 0.007 0.07
H 6.947457 -0.147154 2.220314 0.001 -0.001 0.003 0.09
H 0.040942 5.013275 -1.057736 0.001 0.004 -0.003 0.10
H 2.331495 -0.055898 -3.691211 0.004 0.003 0.008 0.09
H -0.781341 -1.244501 -5.640217 0.029 0.009 0.002 0.11
H 3.059794 1.531734 -2.092659 0.009 -0.014 0.019 0.12
```
Positions in Å, forces in eV/Å.


[2]
The following is a DFT calculation (the ωB97M-V functional and the def2-TZVPD basis) of C32H27BrCl3KN3O5 as an isolated structure.

2S+1 = 1
Total charge = -1
E_LUMO = 0.0652 Ha
Relative energy (zero: lowest compared OMol25 entry of this formula, charge and spin) = 36.6 kJ/mol
Highest occupied orbital energy = -4.878 eV
F_max = 0.299 eV/Å
Frontier orbital gap = 6.65 eV

The geometry in XYZ format:
```
72
Properties=species:S:1:pos:R:3:forces:R:3:lowdin_charge:R:1
Br 0.779598 0.544208 4.949393 0.011 0.020 -0.007 0.70
K -0.819220 1.072094 -0.829308 0.287 -0.046 -0.071 0.76
Cl -8.405739 0.816505 1.360166 0.003 0.001 -0.001 0.60
Cl -4.697974 -2.776782 -0.132761 -0.001 -0.003 0.009 0.70
Cl -3.548465 2.550420 -0.189161 -0.002 0.008 -0.020 0.69
O 1.634948 4.819618 0.190017 -0.037 0.025 0.040 -0.03
O 0.193327 3.110259 0.251169 -0.087 0.034 -0.033 -0.17
O 0.158116 -1.458435 -1.125309 -0.031 0.219 -0.093 -0.07
O -1.343111 -3.073897 2.354259 0.009 0.072 -0.052 -0.11
O -2.979114 -0.343238 -0.621568 -0.133 -0.078 0.088 -0.21
N -1.419678 -3.706634 -0.257819 -0.026 0.015 -0.034 0.13
N 2.552233 2.765992 -1.660967 -0.063 0.043 -0.013 0.03
N 2.181841 1.492241 -1.905237 0.054 -0.055 0.114 0.07
C -1.493311 -2.035199 -4.845977 -0.001 -0.006 0.028 -0.10
C 0.081859 -0.861089 -3.404829 -0.024 -0.052 -0.041 -0.03
C 2.151112 3.038873 4.850275 -0.003 0.004 -0.015 -0.15
C 4.489713 4.193031 -1.035191 0.005 -0.013 0.004 -0.03
C 2.227949 -3.820217 0.392336 0.012 -0.013 0.005 -0.08
C -4.642031 1.216648 0.071234 -0.020 -0.008 0.028 -0.56
C -5.908085 1.505752 0.531524 0.000 0.007 0.006 -0.16
C 2.241686 -3.507449 1.745063 -0.023 0.013 -0.008 -0.08
C -0.156388 -3.596311 0.356109 0.030 -0.062 0.101 -0.18
C -4.144211 -0.101642 -0.190536 -0.002 0.013 -0.010 -0.53
C 4.399631 1.626117 -1.529598 0.001 -0.016 0.009 -0.01
C 2.572487 4.211246 4.236158 -0.001 -0.008 -0.005 -0.09
C 3.327510 -0.690395 -2.050135 -0.014 0.012 -0.010 -0.04
C -1.859231 -2.840735 -3.821545 0.027 0.010 0.004 -0.05
C -6.400747 -0.837978 0.569991 -0.001 0.002 0.005 -0.17
C -1.811345 -3.492618 -1.510280 -0.035 -0.022 0.093 -0.05
C -6.793445 0.470155 0.778729 0.003 -0.009 -0.008 -0.70
C 1.034059 3.888349 0.760003 0.137 -0.085 -0.058 -0.65
C 1.360604 2.163172 4.124880 0.010 -0.006 0.053 -0.67
C 0.982007 2.430429 2.824281 -0.017 0.002 -0.021 -0.07
C 1.050876 -3.248813 2.409448 0.061 0.030 -0.018 0.00
C 1.031418 -3.871871 -0.302518 -0.002 -0.019 -0.004 -0.02
C 3.866416 2.891319 -1.409593 -0.006 0.049 0.014 -0.31
C 1.413975 3.601703 2.213346 -0.025 0.068 0.023 -0.11
C -1.250983 -2.739558 -2.527686 0.024 0.010 -0.062 -0.14
C -5.125282 -1.096701 0.107878 -0.043 0.016 0.006 -0.56
C -0.281429 -1.687681 -2.266793 -0.007 -0.014 -0.031 -0.40
C 2.212334 4.487683 2.924715 0.022 -0.009 0.023 -0.03
C -1.774587 -1.699083 2.272463 0.035 -0.008 0.031 -0.03
C -0.144993 -3.292946 1.715980 -0.084 -0.019 0.015 -0.24
C 3.306035 0.788921 -1.828158 -0.026 -0.001 -0.100 -0.35
C -0.500165 -1.033337 -4.616072 -0.006 -0.034 -0.023 -0.07
H -6.198736 2.533013 0.702036 0.001 0.001 -0.001 0.10
H -2.145183 -4.004258 0.382431 -0.004 0.025 -0.023 0.13
H 2.542539 5.388577 2.424987 -0.004 0.001 -0.007 0.11
H 2.460093 -1.158104 -1.585973 -0.013 -0.008 0.008 0.05
H -1.961827 -2.122725 -5.816564 0.004 0.000 -0.002 0.09
H -2.751422 -1.654107 2.748585 0.002 -0.020 -0.006 0.10
H -1.072266 -1.058924 2.812744 -0.006 -0.019 0.003 0.06
H 3.190213 4.907613 4.790074 0.001 0.001 0.001 0.10
H -2.634626 -3.586492 -3.962362 0.002 0.000 -0.002 0.11
H 4.235184 4.458427 -0.009058 -0.023 0.000 0.007 0.07
H 1.012650 -4.106762 -1.359018 -0.003 0.000 0.006 0.12
H 1.035028 -2.995408 3.461529 -0.015 0.001 0.003 0.12
H 2.429838 2.807905 5.869181 0.004 0.003 0.001 0.09
H 5.573047 4.127950 -1.133756 -0.010 0.004 -0.001 0.07
H 0.814010 -0.081480 -3.232597 0.008 0.015 0.019 0.08
H -7.080722 -1.655430 0.765139 0.003 -0.003 -0.001 0.09
H 3.179070 -3.456084 2.282944 0.006 -0.006 0.000 0.10
H 4.123547 5.000841 -1.667713 0.008 0.010 -0.015 0.08
H 5.430898 1.340558 -1.400730 -0.002 0.003 0.001 0.10
H 1.849600 3.475908 -1.472347 0.039 -0.040 0.088 0.12
H -1.862648 -1.367358 1.235361 -0.019 -0.072 -0.042 0.07
H -0.218588 -0.379949 -5.434751 0.002 -0.002 0.000 0.10
H -2.763698 -3.962797 -1.731344 0.017 0.018 0.000 0.10
H 4.231926 -1.120223 -1.617980 0.001 0.004 0.001 0.07
H 3.155248 -4.015677 -0.130103 0.003 0.003 0.001 0.10
H 0.358424 1.747531 2.266444 -0.012 -0.005 -0.004 0.10
H 3.318176 -0.934691 -3.115504 0.000 0.000 0.005 0.08
```
Positions in Å, forces in eV/Å.